Record 1
# C4F12NaO12S4

C4F12NaO12S4 as an isolated structure (the ωB97M-V functional and the def2-TZVPD basis, the OMol25 dataset).

Atoms and positions in Å:
Na1 -11.0763 -16.1181 7.6456
C1 -10.0359 -17.1612 12.4731
F1 -10.6101 -18.3649 12.4010
F2 -10.1714 -16.7487 13.7134
F3 -8.7661 -17.2062 12.0755
S1 -10.9792 -16.0024 11.1823
O1 -10.1709 -14.8397 10.8661
O2 -11.2116 -16.8627 10.0002
O3 -12.2964 -15.6767 11.7327
C2 -14.7699 -18.8318 6.4905
F4 -15.1840 -17.5587 6.5383
F5 -15.6191 -19.6761 7.0731
F6 -14.5888 -19.2755 5.1964
S2 -13.1226 -18.9878 7.4187
O4 -12.7636 -20.4349 7.2951
O5 -12.1792 -17.9892 6.8321
O6 -13.4942 -18.5320 8.7463
C3 -8.3101 -12.3982 6.6028
F7 -8.3531 -11.1173 6.8375
F8 -9.2391 -12.6603 5.6546
F9 -7.0556 -12.6929 6.2811
S3 -8.8011 -13.4208 8.1134
O7 -7.7587 -13.4430 9.1236
O8 -9.9998 -12.7300 8.5985
O9 -9.1137 -14.7479 7.5790
C4 -15.0872 -13.2049 7.5758
F10 -15.7666 -12.3021 8.2948
F11 -15.9214 -14.1410 7.1135
F12 -14.4860 -12.6297 6.4816
S4 -13.7180 -13.9654 8.7590
O10 -12.9370 -14.8616 7.9171
O11 -12.9005 -12.9107 9.3703
O12 -14.4080 -14.7055 9.8269

Forces on the atoms, in the same order (eV/Å):
-0.239 0.171 0.842
-2.319 1.655 -3.253
0.566 -0.631 0.196
0.691 0.317 1.179
0.537 -0.577 0.825
-2.977 0.782 -2.424
0.767 -0.912 1.230
1.618 -0.271 0.990
1.512 -0.531 1.458
2.806 -0.301 0.245
-0.438 -1.160 -0.573
-0.797 0.425 -0.242
-0.802 0.826 0.532
1.529 0.588 1.660
-0.640 2.351 -0.471
-1.137 -1.936 -0.684
-0.478 -1.090 -0.808
-1.356 -1.981 2.132
0.022 1.706 0.122
1.166 0.067 -0.523
0.533 -0.256 -1.445
-3.186 -0.277 3.098
1.036 0.476 -1.358
1.442 0.044 -1.462
0.665 0.227 -0.982
2.585 -0.994 0.925
-0.347 0.260 -0.793
-0.248 0.361 0.011
-0.959 0.070 0.839
1.930 -1.294 3.735
-0.756 0.584 -1.236
-1.649 0.309 -1.835
-1.078 0.993 -1.932

## Properties
- LUMO energy: 5.69 eV
- Gap between HOMO and LUMO: 0.218 Ha
- Energy relative to the best compared isomer or geometry (same formula, charge and spin): 86.8 kcal per mole
- Net charge: -3

Results of the Mulliken charge analysis, in e, for atoms 1 through 4:
1 Na 0.99
2 C 0.45
3 F -0.23
4 F -0.22

Record 2
# C4F5N

One molecule with the formula C4F5N (the ωB97M-V functional and the def2-TZVPD basis, the OMol25 dataset).

Atoms and positions in Å:
N1 -1.7907 2.0452 -0.3126
C1 -1.0124 1.2459 -0.0609
C2 -0.2103 0.0994 0.1005
C3 -0.5020 -0.7697 1.1963
F1 0.1996 -1.8594 1.3896
F2 -1.3855 -0.4636 2.0577
C4 0.8672 -0.0596 -0.8594
F3 2.0901 0.3952 -0.3050
F4 0.7585 0.6925 -1.9553
F5 0.9856 -1.3258 -1.2508

Forces on the atoms, in the same order (eV/Å):
-0.292 0.806 0.065
-0.529 -0.334 -0.059
-1.727 -1.847 3.829
2.635 2.441 -4.491
-0.919 0.527 0.456
-0.484 -0.574 0.766
2.860 0.375 -0.485
-1.397 -1.181 -0.402
-0.656 -0.093 0.143
0.508 -0.121 0.179

## Properties
- LUMO energy: -0.49 eV
- Gap between HOMO and LUMO: 0.377 Ha
- Structure (SMILES): N#CC(=C(F)F)C(F)(F)F
- Energy relative to the best compared isomer or geometry (same formula, charge and spin): 7.6 kcal per mole

Results of the Mulliken charge analysis, in e, for atoms 1 through 4:
1 N -0.38
2 C 0.07
3 C -0.03
4 C 0.52

Record 3
# C4H10

A 3-piece molecular cluster, C4H10 overall (the ωB97M-V functional and the def2-TZVPD basis, the OMol25 dataset).

Atoms and positions in Å:
C1 1.1398 0.6384 -1.1225
C2 0.7106 -0.2026 -0.0980
C3 0.5932 0.0637 1.2414
C4 -2.1619 -0.4068 -0.1154
H1 1.3600 -0.0610 -1.9616
H2 1.0285 1.7429 -0.9263
H3 0.6787 -1.2672 -0.3840
H4 -1.4526 -0.1727 -0.8537
H5 0.8751 -0.6634 1.9867
H6 2.4075 0.1549 0.7472
H7 0.4753 1.1554 1.4287
H8 -1.7412 -1.3902 0.3174
H9 -2.0945 0.3650 0.6734
H10 -3.2269 -0.4202 -0.4603

Forces on the atoms, in the same order (eV/Å):
-2.699 -2.160 1.371
2.132 -0.580 -6.417
4.450 2.934 2.610
-0.697 -1.121 1.872
-0.196 2.049 -0.274
0.829 -1.250 -1.001
0.074 0.360 0.173
0.303 0.588 -1.308
-0.903 -0.022 0.317
-2.831 -0.265 2.484
-0.241 -1.014 0.753
-1.320 1.286 -0.492
-0.001 -0.376 -0.266
1.100 -0.430 0.177

## Properties
- LUMO energy: -0.68 eV
- Gap between HOMO and LUMO: 0.247 Ha
- Energy relative to the best compared isomer or geometry (same formula, charge and spin): 152.9 kcal per mole

Results of the Mulliken charge analysis, in e, for atoms 1 through 4:
1 C -0.54
2 C -0.51
3 C -0.81
4 C -0.96

Record 4
# C4H10

A 2-piece molecular cluster, C4H10 overall (the ωB97M-V functional and the def2-TZVPD basis, the OMol25 dataset).

Atoms and positions in Å:
C1 0.3464 -1.2582 1.3981
C2 0.9921 -0.8815 0.2981
C3 0.4802 -0.9835 -1.1024
H1 0.8018 -1.2119 2.3843
H2 -0.6800 -1.6125 1.3484
H3 2.0234 -0.5501 0.3836
H4 1.0491 -1.7595 -1.6287
H5 0.6413 -0.0510 -1.6537
H6 -0.5837 -1.2363 -1.1313
C4 -1.0069 1.8891 -0.0486
H7 -1.8676 2.4061 0.3950
H8 -0.2757 2.6867 -0.2393
H9 -1.3702 1.6141 -1.0526
H10 -0.6051 1.0472 0.6037

Forces on the atoms, in the same order (eV/Å):
0.018 0.108 -0.168
0.183 -0.438 0.293
-0.016 0.001 -0.063
-0.030 0.030 -0.202
0.075 -0.001 0.003
-0.015 0.090 0.090
-0.148 0.066 -0.001
-0.081 -0.087 0.096
0.151 0.017 -0.019
-0.172 0.230 0.015
0.214 -0.329 0.323
0.167 -0.409 0.319
0.316 -0.543 0.465
-0.662 1.265 -1.150

## Properties
- LUMO energy: 1.20 eV
- Gap between HOMO and LUMO: 0.398 Ha
- Structure (SMILES): C=CC.C
- Energy relative to the best compared isomer or geometry (same formula, charge and spin): 26.4 kcal per mole

Results of the Mulliken charge analysis, in e, for atoms 1 through 4:
1 C -0.67
2 C 0.00
3 C -1.00
4 H 0.25

Record 5
# C4H10

One molecule with the formula C4H10 (the ωB97M-V functional and the def2-TZVPD basis, the OMol25 dataset).

Atoms and positions in Å:
C1 -1.7744 -1.0633 -0.1229
C2 -0.6001 -0.1555 -0.5188
C3 0.6683 -0.1024 0.3928
C4 1.6362 1.0854 0.1505
H1 -1.1705 -2.0610 0.0543
H2 -2.5227 -1.1305 -0.8725
H3 -2.1704 -0.7550 0.8800
H4 -0.7709 1.0202 -0.7406
H5 -0.1252 -0.4470 -1.4636
H6 1.2202 -0.9738 0.2414
H7 0.2188 0.0282 1.4025
H8 2.2126 1.2132 -0.7243
H9 2.1977 1.2385 1.0758
H10 0.9801 2.1032 0.2453

Forces on the atoms, in the same order (eV/Å):
3.296 -0.732 2.098
1.559 3.409 -1.545
-1.915 1.924 0.211
-3.401 2.860 2.521
-1.851 1.371 -0.391
-0.609 -0.236 -0.503
0.071 -0.291 -0.969
-0.581 -2.589 0.661
-0.758 -0.337 -0.331
0.730 -1.834 0.419
0.978 -0.448 -0.179
0.616 -0.513 -0.988
0.657 -0.411 -0.391
1.208 -2.172 -0.612

## Properties
- LUMO energy: 1.30 eV
- Gap between HOMO and LUMO: 0.445 Ha
- Structure (SMILES): CCCC
- Energy relative to the best compared isomer or geometry (same formula, charge and spin): 31.0 kcal per mole

Results of the Mulliken charge analysis, in e, for atoms 1 through 4:
1 C -0.96
2 C -0.43
3 C -0.33
4 C -1.21

Record 6
# C4H10AgClO2

C4H10AgClO2 as an isolated structure (the ωB97M-V functional and the def2-TZVPD basis, the OMol25 dataset).

Atoms and positions in Å:
Ag1 -9.0280 -5.5576 7.4077
Cl1 -9.1250 -4.9795 4.6798
C1 -3.1771 -8.6551 3.4129
O1 -3.9297 -9.5292 2.6215
C2 -4.8602 -8.9520 1.7358
C3 -5.8192 -7.9445 2.3183
O2 -5.1145 -6.7827 2.7398
C4 -5.9564 -5.7531 3.2540
H1 -2.2029 -9.0524 3.6978
H2 -3.7802 -8.4606 4.2997
H3 -2.8983 -7.7565 2.8626
H4 -5.3637 -9.8181 1.3064
H5 -4.2897 -8.6102 0.8722
H6 -6.3916 -8.4195 3.1151
H7 -6.5891 -7.6480 1.6060
H8 -5.3699 -4.8826 3.5478
H9 -6.4879 -6.1632 4.1128
H10 -6.7050 -5.5145 2.4986

Forces on the atoms, in the same order (eV/Å):
-0.070 0.415 -1.961
0.042 -0.407 1.972
0.221 0.543 0.085
0.100 -0.974 0.096
0.682 -0.537 -0.690
0.045 0.544 0.048
0.209 0.025 -0.076
-0.286 -1.179 -0.162
-0.239 -0.817 0.035
0.408 0.608 0.191
-0.438 0.327 0.139
-0.604 0.058 0.293
-0.028 0.926 -0.078
0.134 0.022 0.604
0.004 -0.065 -0.528
0.070 -0.203 -0.204
-0.152 0.302 0.221
-0.100 0.411 0.014

## Properties
- LUMO energy: -2.38 eV
- Gap between HOMO and LUMO: 0.252 Ha
- Energy relative to the best compared isomer or geometry (same formula, charge and spin): 16.1 kcal per mole

Results of the Mulliken charge analysis, in e, for atoms 1 through 4:
1 Ag 0.61
2 Cl -0.59
3 C -0.54
4 O -0.39

Record 7
# C4H10Br2N

An isolated ion of composition C4H10Br2N and charge +1 (the ωB97M-V functional and the def2-TZVPD basis, the OMol25 dataset).

Atoms and positions in Å:
C1 -0.2957 -1.5694 0.2643
N1 -0.3560 -0.0723 0.1482
C2 0.8344 0.6113 0.7064
C3 -0.6630 0.3857 -1.2415
C4 -0.7734 1.8637 -1.3345
Br1 -2.2399 2.6398 -0.1371
Br2 -0.9852 2.4791 -3.1879
H1 0.7380 -1.8300 -0.0725
H2 -0.5128 -2.0542 1.1985
H3 -0.8797 -1.9780 -0.5540
H4 -1.1704 0.0333 0.6473
H5 1.7178 0.6616 0.0192
H6 0.5181 1.6012 1.1099
H7 1.0367 -0.2563 1.4806
H8 -1.5910 -0.1201 -1.4674
H9 0.1289 0.1571 -1.9422
H10 0.1970 2.3632 -0.9232

Forces on the atoms, in the same order (eV/Å):
2.512 -0.779 -3.004
1.543 -0.949 -2.290
0.398 -2.112 2.574
-0.776 -0.267 -0.107
0.747 2.870 1.101
1.103 -0.857 -0.859
0.058 -0.539 1.025
-0.640 -0.041 0.624
-0.260 0.636 0.634
-0.569 -0.086 0.266
-2.330 1.911 1.933
-1.183 -0.119 0.280
0.569 -0.940 -0.047
0.636 2.813 -0.571
-0.189 0.028 -0.671
0.287 -0.797 0.083
-1.904 -0.772 -0.971

## Properties
- LUMO energy: -3.39 eV
- Gap between HOMO and LUMO: 0.393 Ha
- Structure (SMILES): C[NH+](C)CC(Br)Br
- Energy relative to the best compared isomer or geometry (same formula, charge and spin): 6.7 kcal per mole
- Net charge: +1

Results of the Mulliken charge analysis, in e, for atoms 1 through 4:
1 C -0.91
2 N 0.07
3 C -0.87
4 C -0.78

Record 8
# C4H10Br2NP

A 2-piece molecular cluster, C4H10Br2NP overall (the ωB97M-V functional and the def2-TZVPD basis, the OMol25 dataset).

Atoms and positions in Å:
C1 0.4032 -1.9420 -1.7303
C2 0.6539 1.2336 2.0654
C3 0.3516 -0.4700 -1.2636
C4 0.9614 0.7315 0.6406
N1 0.1918 -0.3606 0.1297
P1 -2.4928 0.6520 1.0631
Br1 -2.4193 1.7288 -0.8028
Br2 -3.7543 -1.2122 0.7524
H1 -0.0722 -1.9865 -2.7460
H2 1.4054 -2.2052 -1.5793
H3 -0.0761 -2.4960 -0.9421
H4 -0.3880 1.5593 2.0560
H5 0.8902 0.4533 2.8773
H6 1.0807 2.2216 2.2263
H7 1.3213 0.0419 -1.5497
H8 -0.6355 0.0268 -1.5629
H9 0.5616 1.5377 -0.0652
H10 2.0171 0.4863 0.4312

Forces on the atoms, in the same order (eV/Å):
-1.600 1.821 0.081
0.037 -1.014 -0.003
-0.271 0.174 -0.355
-1.135 1.307 -0.696
-0.040 -0.950 2.049
-0.371 -1.080 0.686
-0.293 0.337 -0.705
0.436 0.710 -0.174
0.888 -0.643 0.986
1.621 -0.776 -0.890
-0.954 -0.499 -0.183
-0.193 -0.750 0.406
-0.471 1.456 -1.127
0.976 -0.308 0.223
-1.351 0.018 -0.447
1.499 -0.248 -0.689
1.322 -0.073 0.700
-0.100 0.520 0.138

## Properties
- LUMO energy (spin up / spin down): -1.15 / -0.05 eV
- Gap between HOMO and LUMO (spin up / spin down): 0.286 / 0.293 Ha
- Energy relative to the best compared isomer or geometry (same formula, charge and spin): 66.5 kcal per mole

Results of the Mulliken charge analysis, in e, for atoms 1 through 4:
1 C -1.34
2 C -0.90
3 C 0.27
4 C -0.41

Please write out number 5 again, unchanged.
# C4H10

One molecule with the formula C4H10 (the ωB97M-V functional and the def2-TZVPD basis, the OMol25 dataset).

Atoms and positions in Å:
C1 -1.7744 -1.0633 -0.1229
C2 -0.6001 -0.1555 -0.5188
C3 0.6683 -0.1024 0.3928
C4 1.6362 1.0854 0.1505
H1 -1.1705 -2.0610 0.0543
H2 -2.5227 -1.1305 -0.8725
H3 -2.1704 -0.7550 0.8800
H4 -0.7709 1.0202 -0.7406
H5 -0.1252 -0.4470 -1.4636
H6 1.2202 -0.9738 0.2414
H7 0.2188 0.0282 1.4025
H8 2.2126 1.2132 -0.7243
H9 2.1977 1.2385 1.0758
H10 0.9801 2.1032 0.2453

Forces on the atoms, in the same order (eV/Å):
3.296 -0.732 2.098
1.559 3.409 -1.545
-1.915 1.924 0.211
-3.401 2.860 2.521
-1.851 1.371 -0.391
-0.609 -0.236 -0.503
0.071 -0.291 -0.969
-0.581 -2.589 0.661
-0.758 -0.337 -0.331
0.730 -1.834 0.419
0.978 -0.448 -0.179
0.616 -0.513 -0.988
0.657 -0.411 -0.391
1.208 -2.172 -0.612

## Properties
- LUMO energy: 1.30 eV
- Gap between HOMO and LUMO: 0.445 Ha
- Structure (SMILES): CCCC
- Energy relative to the best compared isomer or geometry (same formula, charge and spin): 31.0 kcal per mole

Results of the Mulliken charge analysis, in e, for atoms 1 through 4:
1 C -0.96
2 C -0.43
3 C -0.33
4 C -1.21

Question: Among the records above, which one has the lowest energy relative to the best compared isomer or geometry (same formula, charge and spin)?
Answer: C4H10Br2N

Question: Look up the energy relative to the best compared isomer or geometry (same formula, charge and spin) of the first one.
Answer: 86.8 kcal per mole